# 1
{"formula": "C14H38ClO17S5", "method": "ωB97M-V/def2-TZVPD", "species": ["Cl", "O", "O", "O", "O", "O", "S", "O", "O", "C", "C", "C", "H", "H", "H", "H", "H", "H", "H", "H", "O", "S", "O", "O", "C", "C", "C", "H", "H", "H", "H", "H", "H", "H", "H", "O", "S", "O", "O", "C", "C", "C", "H", "H", "H", "H", "H", "H", "H", "H", "O", "S", "O", "O", "C", "C", "C", "H", "H", "H", "H", "H", "H", "H", "H", "C", "S", "O", "C", "H", "H", "H", "H", "H", "H"], "xyz": [[28.424, -14.758, 15.611], [28.952, -15.586, 14.573], [27.203, -14.170, 15.079], [28.173, -15.620, 16.759], [29.333, -13.740, 16.057], [30.981, -19.108, 18.147], [29.608, -18.948, 18.575], [28.897, -19.982, 19.276], [29.562, -17.588, 19.418], [30.029, -17.594, 20.749], [30.027, -16.132, 21.192], [28.629, -18.386, 17.197], [31.011, -18.052, 20.868], [29.403, -18.102, 21.489], [29.070, -15.662, 20.968], [30.708, -15.579, 20.534], [30.397, -15.882, 22.184], [28.725, -19.084, 16.368], [29.090, -17.456, 16.867], [27.574, -18.302, 17.430], [25.029, -21.680, 15.190], [26.133, -21.170, 15.969], [27.261, -22.011, 16.303], [26.663, -19.830, 15.265], [26.738, -19.618, 13.856], [27.587, -18.371, 13.747], [25.501, -20.330, 17.452], [25.738, -19.510, 13.422], [27.132, -20.504, 13.344], [28.484, -18.540, 14.342], [27.039, -17.497, 14.088], [27.965, -18.210, 12.737], [25.200, -19.329, 17.161], [26.271, -20.267, 18.216], [24.660, -20.981, 17.681], [26.436, -13.568, 10.084], [27.157, -14.781, 9.846], [27.128, -15.436, 8.574], [28.722, -14.498, 10.143], [29.111, -13.589, 11.185], [30.399, -14.095, 11.816], [26.699, -15.914, 11.180], [28.361, -13.591, 11.982], [29.170, -12.594, 10.746], [30.634, -13.512, 12.705], [31.199, -14.121, 11.079], [30.163, -15.099, 12.170], [25.632, -15.731, 11.318], [27.223, -15.702, 12.112], [26.852, -16.957, 10.917], [30.589, -12.447, 17.089], [30.899, -13.465, 18.039], [32.010, -13.375, 18.938], [29.589, -13.794, 18.933], [28.329, -13.480, 18.355], [27.291, -14.548, 18.715], [31.016, -15.064, 17.183], [28.316, -13.558, 17.263], [28.008, -12.474, 18.624], [26.898, -14.478, 19.731], [27.683, -15.548, 18.525], [26.440, -14.425, 18.042], [31.870, -14.978, 16.512], [30.179, -15.285, 16.512], [31.026, -15.864, 17.919], [21.741, -13.097, 12.559], [23.083, -14.307, 12.958], [23.230, -15.122, 11.720], [24.378, -13.026, 12.868], [20.742, -13.513, 12.678], [21.884, -12.796, 11.524], [21.845, -12.265, 13.256], [25.343, -13.521, 13.029], [24.407, -12.282, 13.667], [24.435, -12.562, 11.884]], "forces_ev_per_angstrom": [[-2.407, -0.968, -1.724], [1.130, -0.332, -0.799], [0.260, -0.011, 0.866], [-0.201, 0.155, -2.036], [-1.454, -0.289, -4.542], [-0.974, -0.394, 0.436], [0.101, 0.505, -0.991], [0.449, 0.060, 0.110], [-0.556, -0.462, -0.351], [0.271, 0.806, 2.303], [0.880, 0.729, -1.476], [0.961, -0.256, -0.166], [0.190, 0.083, -0.486], [-0.518, -0.539, -0.739], [-0.197, -0.180, 0.404], [0.015, -0.064, -0.008], [-0.331, -0.584, 0.300], [0.203, -0.344, 0.390], [-0.370, -0.023, 0.187], [0.088, 0.301, 0.321], [0.602, 0.057, 0.459], [0.445, 0.794, 0.065], [-1.085, 0.548, -0.385], [-0.230, -0.598, 0.775], [-0.279, -0.297, -0.886], [0.388, -0.519, -0.436], [0.232, -0.742, -0.929], [-0.033, 0.238, 0.355], [0.438, 0.176, 0.263], [-0.104, 0.332, 0.103], [0.166, 0.067, 0.106], [-0.307, 0.047, -0.127], [-0.256, -0.118, -0.092], [0.016, -0.329, 0.041], [-0.055, 0.281, 0.561], [-0.056, 0.093, -0.203], [1.006, -0.276, 1.069], [-0.044, 0.167, 0.429], [-0.671, -0.657, -0.681], [-0.169, 0.133, 0.792], [-0.738, -0.260, -0.400], [-0.313, 0.196, -0.360], [-0.164, 0.165, -0.192], [0.076, 0.016, 0.084], [0.193, 0.185, -0.144], [0.179, 0.029, 0.208], [0.340, -0.087, -0.008], [-0.035, -0.059, 0.025], [0.127, 0.311, -0.144], [0.177, 0.121, -0.311], [1.727, 1.769, 1.659], [-0.802, -2.058, -0.464], [-0.247, 0.180, 0.111], [1.204, 0.587, -0.063], [-2.519, -0.496, -0.233], [-0.340, 0.397, 1.461], [0.318, -0.210, -0.180], [0.255, 1.331, 2.273], [0.136, 0.019, 0.349], [0.120, 0.095, 0.230], [-0.202, 0.448, 0.781], [0.009, 0.038, 0.002], [0.436, -0.274, 0.431], [1.635, -0.069, 1.380], [0.720, 0.119, 0.194], [0.198, -0.309, 0.480], [-0.354, 1.402, -0.589], [0.154, -0.216, 0.177], [1.154, -0.366, 0.300], [0.160, -0.317, 0.023], [0.154, 0.077, 0.020], [0.013, 0.104, -0.134], [-0.198, -0.337, -0.191], [-0.758, -0.039, 0.014], [-0.359, -0.081, -0.061]], "lowdin_charge": [0.7053, -0.3229, -0.3215, -0.4125, -0.4572, -0.2828, 0.6150, -0.2891, -0.2652, -0.2773, -0.0572, -0.1127, 0.1211, 0.1156, 0.0713, 0.0640, 0.0797, 0.0597, 0.0477, 0.0699, -0.2936, 0.6167, -0.2812, -0.3164, -0.2459, -0.0621, -0.0924, 0.1218, 0.1256, 0.0731, 0.0826, 0.0773, 0.0695, 0.0553, 0.0639, -0.2920, 0.6022, -0.2787, -0.2694, -0.2682, -0.0579, -0.0987, 0.1068, 0.1203, 0.0843, 0.0763, 0.0686, 0.0421, 0.0541, 0.0633, -0.2805, 0.6387, -0.2891, -0.2355, -0.2735, -0.0856, -0.0981, 0.0352, 0.1269, 0.0669, 0.0543, 0.0802, 0.0827, 0.0047, 0.0626, -0.2607, 0.8327, -0.5693, -0.2664, 0.0387, 0.0518, 0.0416, 0.0295, 0.0587, 0.0556], "max_force_ev_per_a": 4.78, "energy_ha": -4286.06894, "total_charge": -1, "molar_mass_g_mol": 674.23, "gap_ev": 9.44, "homo_energy_ev": -7.287, "e_above_lowest_ev": 3.806}

***

# 2
{"formula": "C14H38MgN3O4", "method": "ωB97M-V/def2-TZVPD", "species": ["Mg", "C", "C", "O", "H", "H", "H", "H", "H", "C", "C", "C", "O", "C", "N", "H", "H", "H", "H", "H", "H", "H", "H", "H", "H", "H", "C", "C", "C", "O", "C", "N", "H", "H", "H", "H", "H", "H", "H", "H", "H", "H", "H", "C", "C", "C", "O", "C", "N", "H", "H", "H", "H", "H", "H", "H", "H", "H", "H", "H"], "xyz": [[-11.660, -5.648, 11.630], [-13.733, -5.472, 15.347], [-13.577, -6.388, 14.152], [-12.621, -5.947, 13.258], [-14.285, -4.567, 15.088], [-12.763, -5.225, 15.781], [-14.301, -5.980, 16.134], [-14.566, -6.470, 13.657], [-13.356, -7.408, 14.517], [-11.099, -3.054, 8.024], [-11.320, -3.516, 9.459], [-12.769, -3.523, 9.874], [-12.805, -3.888, 11.237], [-13.805, -3.218, 11.996], [-10.759, -4.886, 9.730], [-10.042, -3.169, 7.778], [-11.356, -2.003, 7.904], [-11.691, -3.624, 7.302], [-10.812, -2.789, 10.095], [-13.354, -4.233, 9.272], [-13.210, -2.544, 9.668], [-13.601, -2.148, 12.034], [-13.784, -3.642, 12.996], [-14.795, -3.394, 11.564], [-10.883, -5.379, 8.843], [-9.745, -4.772, 9.742], [-10.487, -9.617, 10.300], [-10.984, -8.179, 10.271], [-12.497, -8.140, 10.225], [-12.973, -6.813, 10.416], [-14.399, -6.739, 10.434], [-10.514, -7.367, 11.427], [-11.021, -10.190, 11.061], [-9.418, -9.652, 10.503], [-10.675, -10.103, 9.342], [-10.653, -7.702, 9.344], [-12.951, -8.807, 10.972], [-12.856, -8.507, 9.256], [-14.666, -5.790, 10.887], [-14.820, -7.536, 11.051], [-14.799, -6.819, 9.422], [-9.509, -7.223, 11.356], [-10.582, -7.994, 12.232], [-9.938, -2.938, 14.492], [-10.103, -3.311, 13.015], [-8.936, -2.784, 12.207], [-9.019, -1.387, 12.164], [-7.845, -0.782, 11.670], [-10.199, -4.776, 12.828], [-9.804, -1.865, 14.618], [-9.057, -3.437, 14.911], [-10.800, -3.269, 15.074], [-11.028, -2.842, 12.678], [-8.956, -3.190, 11.175], [-7.976, -3.130, 12.627], [-6.972, -1.040, 12.286], [-7.978, 0.294, 11.731], [-7.638, -1.088, 10.637], [-10.813, -5.107, 13.594], [-9.289, -5.137, 13.117]], "forces_ev_per_angstrom": [[-1.075, 0.154, 0.245], [-0.283, -0.231, 0.423], [-0.174, -0.269, -0.370], [0.418, 0.124, -0.126], [0.191, 0.142, 0.031], [0.047, 0.121, -0.111], [-0.046, 0.095, -0.067], [0.041, -0.037, 0.096], [0.077, 0.091, -0.027], [0.024, -0.170, 0.023], [0.170, 0.131, -0.214], [-0.118, 0.100, -0.778], [-0.062, 0.059, -0.086], [-0.300, -0.160, 0.262], [0.287, 0.880, -0.873], [-0.054, 0.047, -0.112], [-0.022, 0.017, 0.042], [0.027, -0.078, 0.046], [0.064, -0.234, 0.242], [0.097, -0.094, 0.086], [0.051, 0.088, 0.394], [0.020, 0.025, -0.063], [0.101, -0.047, 0.008], [0.034, 0.066, -0.039], [-0.328, -0.305, 0.261], [-0.038, -0.045, 0.350], [-0.229, 0.050, -0.134], [0.037, 0.129, -0.250], [-0.690, -0.383, -0.124], [0.137, -0.110, -0.157], [0.016, -0.032, 0.180], [0.440, -1.432, -0.120], [0.126, 0.015, 0.092], [0.033, -0.050, -0.028], [0.059, -0.026, 0.007], [0.291, 0.125, 0.179], [0.172, 0.188, 0.189], [0.165, -0.006, -0.025], [-0.005, 0.074, -0.061], [0.074, -0.012, 0.023], [0.035, 0.028, -0.022], [-0.052, 0.084, -0.256], [-0.275, 0.335, 0.180], [0.173, -0.322, -0.028], [0.192, 0.355, 0.663], [-0.035, -0.107, -0.615], [0.009, -0.051, 0.150], [0.338, 0.054, 0.145], [0.467, 0.604, 1.305], [-0.082, 0.029, -0.044], [-0.016, 0.051, -0.058], [-0.052, 0.091, -0.044], [0.033, -0.106, -0.308], [-0.060, 0.027, 0.146], [-0.099, 0.137, 0.202], [-0.117, -0.070, -0.054], [-0.086, 0.003, -0.150], [-0.055, 0.075, -0.011], [-0.097, -0.053, -0.285], [0.005, -0.163, -0.327]], "lowdin_charge": [0.5212, -0.0961, -0.4270, -0.3551, 0.0604, 0.0661, 0.0749, 0.0995, 0.1025, -0.0347, -0.3804, -0.1768, -0.2639, -0.0361, 0.0545, 0.0876, 0.0916, 0.0903, 0.1352, 0.1400, 0.1464, 0.1072, 0.0822, 0.1056, 0.1028, 0.0980, -0.0356, -0.3912, -0.1699, -0.2562, -0.0378, 0.0368, 0.0920, 0.0873, 0.0927, 0.1376, 0.1448, 0.1480, 0.0871, 0.1064, 0.1057, 0.1110, 0.1242, -0.0247, -0.3875, -0.2329, -0.1733, -0.0927, 0.0210, 0.0877, 0.0907, 0.0803, 0.1323, 0.1095, 0.1375, 0.0951, 0.0941, 0.0903, 0.0806, 0.1132], "max_force_ev_per_a": 1.51, "energy_ha": -1221.43769, "total_charge": 1, "molar_mass_g_mol": 336.78, "gap_ev": 8.39, "homo_energy_ev": -10.888}

***

# 3
{"formula": "C14H38N2O6S4", "method": "ωB97M-V/def2-TZVPD", "species": ["C", "C", "O", "N", "C", "H", "H", "H", "H", "H", "H", "H", "C", "C", "O", "N", "C", "H", "H", "H", "H", "H", "H", "H", "C", "S", "O", "C", "H", "H", "H", "H", "H", "H", "C", "S", "O", "C", "H", "H", "H", "H", "H", "H", "C", "S", "O", "C", "H", "H", "H", "H", "H", "H", "C", "S", "O", "C", "H", "H", "H", "H", "H", "H"], "xyz": [[-3.711, -0.967, 0.489], [-3.511, 0.110, 1.519], [-3.040, -0.172, 2.643], [-3.690, 1.373, 1.113], [-3.319, 2.547, 1.948], [-4.754, -1.246, 0.336], [-3.119, -1.844, 0.749], [-3.277, -0.550, -0.420], [-4.338, 1.543, 0.356], [-3.845, 3.480, 1.751], [-2.258, 2.798, 1.918], [-3.471, 2.379, 3.014], [3.170, -1.792, -3.167], [2.217, -0.600, -3.468], [1.216, -0.794, -4.125], [2.546, 0.628, -2.968], [1.687, 1.833, -3.033], [3.225, -2.022, -2.103], [4.097, -1.751, -3.739], [2.633, -2.686, -3.483], [3.438, 0.803, -2.528], [2.491, 2.539, -3.243], [1.090, 2.125, -2.169], [1.081, 1.707, -3.929], [-1.482, -6.475, 0.512], [-1.411, -4.720, 1.123], [-1.045, -4.848, 2.607], [0.159, -4.291, 0.231], [-1.492, -6.509, -0.578], [-2.340, -7.043, 0.870], [-0.594, -6.958, 0.920], [0.950, -4.973, 0.542], [0.539, -3.287, 0.420], [-0.167, -4.505, -0.787], [-0.083, 0.007, 0.114], [0.384, 1.492, 1.059], [0.111, 2.704, 0.169], [2.182, 1.304, 1.208], [0.536, -0.003, -0.784], [-1.106, 0.198, -0.208], [-0.069, -0.903, 0.714], [2.455, 0.421, 1.784], [2.531, 2.071, 1.898], [2.662, 1.309, 0.229], [-2.546, 4.291, -1.149], [-3.645, 5.713, -0.711], [-3.402, 5.845, 0.743], [-2.691, 7.021, -1.504], [-2.996, 3.317, -0.953], [-1.632, 4.364, -0.558], [-2.391, 4.270, -2.228], [-2.522, 6.744, -2.545], [-1.773, 7.189, -0.942], [-3.309, 7.916, -1.433], [2.713, -2.712, 2.814], [3.618, -2.670, 1.197], [2.805, -1.777, 0.246], [4.986, -1.589, 1.901], [1.935, -3.462, 2.671], [2.369, -1.722, 3.113], [3.258, -3.160, 3.645], [5.858, -1.382, 1.281], [5.351, -2.078, 2.805], [4.738, -0.548, 2.106]], "forces_ev_per_angstrom": [[0.216, 0.212, -0.385], [1.494, -1.403, 2.679], [-0.795, 0.654, -1.794], [-0.341, 2.141, 0.234], [0.175, -0.153, 0.820], [0.023, 0.063, -0.027], [-0.231, 0.082, 0.224], [-0.322, -0.273, -0.397], [0.314, -0.092, -0.023], [-0.272, -0.372, -0.688], [0.124, -0.302, -0.605], [-0.338, -0.563, -0.067], [-1.224, -0.030, -0.173], [0.987, -0.641, 0.524], [-0.698, 0.287, -0.167], [-0.532, -0.111, 0.794], [1.453, -0.708, -1.404], [0.774, 0.796, 0.203], [0.162, 0.169, 0.485], [-0.093, 0.153, -0.628], [-0.136, -0.671, 0.053], [-0.738, 0.975, 0.063], [0.175, -0.427, 0.220], [-0.192, 0.240, 0.157], [0.344, 0.355, 0.046], [1.415, -0.697, 1.950], [-0.685, 0.204, -1.942], [-0.862, -0.867, 0.308], [0.130, 0.111, -0.006], [-0.187, 0.566, 0.236], [0.114, 0.075, -0.140], [-0.175, -0.271, -0.007], [-0.572, 0.140, -0.181], [0.599, 0.453, -0.316], [0.135, 0.815, -0.397], [-0.321, 0.586, 0.257], [0.397, -1.188, 0.342], [-0.187, -0.149, 0.353], [0.148, -0.475, 0.094], [-0.047, 0.131, 0.156], [0.398, 0.180, -0.003], [-0.418, -0.505, -0.493], [-0.163, 0.606, -0.539], [0.046, 0.052, 0.140], [-0.458, 0.275, -0.585], [0.874, -1.345, -0.184], [-0.409, 0.424, 0.658], [-0.190, -0.040, 0.084], [-0.365, 0.268, 0.474], [0.053, 0.125, -0.157], [0.362, 0.287, -0.046], [0.091, 0.161, 0.029], [0.064, -0.227, -0.112], [0.033, 0.001, -0.125], [-0.030, -0.723, -0.418], [0.462, 2.435, 0.650], [0.494, -1.154, 1.072], [0.244, -0.073, -0.282], [-0.606, 0.463, -0.184], [-0.156, -0.114, -0.288], [0.730, 0.236, -0.288], [-0.078, -0.970, -0.686], [-0.084, -0.077, 0.063], [-1.125, -0.098, 0.368]], "mulliken_spin": [0.0105, 0.0361, -0.0003, -0.0275, 0.0229, 0.0048, 0.0012, -0.0047, 0.0025, -0.0031, 0.0005, -0.0001, 0.0630, 0.0684, -0.0525, 0.0558, 0.0643, -0.0013, -0.0706, 0.0180, -0.0822, -0.0289, 0.0192, 0.0064, -0.1454, 0.0779, -0.0057, 0.2596, 0.0001, 0.0222, 0.0257, -0.0417, -0.1044, 0.0463, 0.2227, 0.2361, -0.0208, -0.3821, -0.0245, -0.0198, 0.0000, 0.1331, 0.1569, 0.0497, 0.0046, -0.0008, -0.0004, 0.0013, -0.0066, 0.0034, 0.0007, 0.0005, -0.0009, -0.0002, 0.4251, -1.9617, 0.8275, 1.1865, 0.1641, -0.0352, 0.0084, -0.1760, 0.2225, -0.2509], "spin_multiplicity": 2, "max_force_ev_per_a": 3.37, "energy_ha": -2709.74997, "total_charge": -1, "molar_mass_g_mol": 458.73, "gap_ev": [1.47, 8.55], "homo_energy_ev": [0.466, -6.626]}